[1]
{
  "formula": "C5H8BrNO2S",
  "method": "ωB97M-V/def2-TZVPD",
  "symbols": ["C", "C", "C", "C", "C", "N", "O", "O", "S", "Br", "H", "H", "H", "H", "H", "H", "H", "H"],
  "coordinates": [[3.33206, -1.90900, -0.83714], [-0.19470, 0.70340, -0.73808], [1.04751, -0.33612, 1.15817], [-2.57754, 0.47520, -0.42857], [2.19805, 0.51253, -0.77479], [0.96083, 0.30970, -0.14857], [-0.20391, 1.31810, -1.77913], [-1.23734, 0.45371, 0.12702], [4.66945, -1.75090, -0.04778], [3.72197, 1.25821, 0.11384], [2.91221, -2.50601, -1.66267], [1.97481, -1.08922, 0.98122], [1.39148, 0.39714, 1.82296], [0.06984, -0.87969, 1.39295], [-2.90090, 1.46601, -0.57561], [-3.14729, -0.06576, 0.24749], [-2.35471, -0.04522, -1.43475], [2.11407, 0.70996, -1.78019]],
  "forces_ev_per_angstrom": [[-0.1, 1.2, -0.2], [-0.3, 1.2, 0.9], [0.8, -3.2, -1.8], [3.5, -1.1, -3.0], [-0.1, -1.6, 1.7], [1.8, -0.4, 0.7], [-1.0, -0.6, -0.1], [0.5, 0.3, -0.5], [-0.4, -0.8, -0.5], [-1.2, 0.2, -0.2], [0.4, 0.0, 0.6], [-2.4, 1.3, 0.8], [0.0, 0.8, 1.6], [1.7, 1.0, 0.0], [-0.5, 1.2, -0.2], [-1.2, -1.0, 1.0], [-1.6, 0.8, 1.3], [0.2, 0.8, -2.0]],
  "nbo_charge": [-0.425, 0.891, -0.424, -0.239, -0.064, -0.497, -0.623, -0.534, 0.198, 0.067, 0.203, 0.220, 0.207, 0.240, 0.192, 0.193, 0.194, 0.201],
  "lumo_energy_ha": [-0.023, -0.011],
  "gap_ev": [6.9, 7.3],
  "e_homo_ev": [-7.559, -7.548],
  "relative_energy_kcal_mol": 27.5
}

=====

[2]
{
  "formula": "C32H71N5O15",
  "method": "ωB97M-V/def2-TZVPD",
  "symbols": ["C", "C", "C", "N", "C", "C", "C", "C", "C", "H", "H", "H", "H", "H", "H", "H", "H", "H", "H", "H", "H", "H", "H", "H", "H", "H", "H", "N", "O", "O", "O", "C", "O", "C", "C", "N", "C", "C", "O", "C", "H", "H", "H", "H", "H", "H", "H", "H", "H", "H", "H", "H", "H", "H", "H", "C", "O", "C", "C", "N", "C", "C", "O", "C", "H", "H", "H", "H", "H", "H", "H", "H", "H", "H", "H", "H", "H", "H", "H", "C", "O", "C", "C", "N", "C", "C", "O", "C", "H", "H", "H", "H", "H", "H", "H", "H", "H", "H", "H", "H", "H", "H", "H", "C", "C", "O", "C", "O", "O", "H", "H", "H", "H", "C", "C", "O", "C", "O", "O", "H", "H", "H", "H"],
  "coordinates": [[-5.01077, 1.80376, 2.16500], [-4.96081, 0.37603, 2.77962], [-3.47759, -0.25626, 2.74360], [-3.63325, -1.78421, 2.88616], [-4.12291, -2.08759, 4.30636], [-2.22184, -2.36410, 2.77124], [-2.32499, -3.80086, 2.29617], [-3.70247, -3.94390, 1.68117], [-4.29730, -2.56339, 1.76478], [-5.02141, 1.91934, 1.08120], [-4.15787, 2.43989, 2.40163], [-5.99231, 2.17211, 2.46334], [-5.70459, -0.27960, 2.32681], [-5.31108, 0.45936, 3.80844], [-2.73103, 0.15706, 3.42177], [-3.01039, -0.15093, 1.76445], [-5.21046, -2.03242, 4.35416], [-3.71007, -1.50195, 5.12776], [-3.97787, -3.16787, 4.31464], [-1.68867, -2.13822, 3.69472], [-1.62410, -2.01423, 1.92957], [-2.21595, -4.31284, 3.25226], [-1.54572, -4.10735, 1.59837], [-4.15270, -4.73835, 2.27633], [-3.47200, -4.25618, 0.66261], [-5.37937, -2.45795, 1.84279], [-3.97555, -2.00369, 0.88654], [0.40907, 0.21181, 0.14436], [1.38079, 0.42911, 0.98011], [0.71057, -0.42874, -0.92276], [-0.75034, 0.52419, 0.22994], [-0.45182, -2.60358, -2.66605], [0.65159, -3.23639, -3.30182], [0.69267, -3.51181, -4.69087], [2.10000, -4.14563, -5.06603], [3.31413, -3.76213, -4.30861], [4.59575, -4.09844, -4.94805], [5.04710, -3.15934, -6.09266], [6.37102, -3.67403, -6.42691], [7.45662, -3.32536, -5.63501], [-1.37224, -3.14404, -2.88699], [-0.69051, -1.55415, -2.83879], [-0.32714, -2.65357, -1.58436], [0.52744, -2.62397, -5.30124], [-0.00825, -4.30005, -4.96561], [2.06711, -3.82168, -6.10626], [1.83647, -5.18867, -4.89076], [3.15126, -2.82772, -3.96155], [4.37593, -5.05720, -5.41770], [5.34432, -4.26848, -4.17422], [5.17068, -2.10132, -5.86153], [4.30323, -3.19270, -6.88869], [7.35081, -2.25157, -5.48053], [8.35246, -3.47849, -6.23678], [7.49391, -3.92040, -4.72251], [1.99369, -0.63518, 4.09308], [2.94115, 0.46375, 3.86199], [3.71671, 0.88457, 5.01173], [4.65147, 2.07481, 4.80987], [5.67823, 1.86719, 3.76610], [6.62798, 0.82708, 4.01692], [7.77401, 0.73711, 2.92066], [7.24629, 0.83722, 1.64370], [8.24308, 1.10996, 0.70412], [1.22142, -0.61816, 4.86211], [2.44707, -1.58894, 4.36308], [1.61390, -0.86070, 3.09658], [4.30482, -0.01712, 5.18262], [3.19871, 0.86047, 5.97049], [5.13183, 2.43418, 5.71993], [4.20853, 3.04308, 4.57674], [6.18894, 2.73436, 3.85162], [6.18701, -0.16164, 4.14376], [7.23023, 1.11807, 4.87757], [8.41515, -0.13492, 3.04950], [8.40633, 1.62041, 3.01047], [8.64571, 2.11612, 0.82082], [7.78406, 1.12023, -0.28446], [9.00927, 0.33474, 0.71405], [-5.34510, -1.60607, -1.83869], [-4.80992, -0.34627, -1.47241], [-4.52247, 0.50844, -2.46812], [-3.33842, 1.40942, -2.12818], [-2.70908, 2.29555, -3.13760], [-3.16313, 2.18320, -4.49681], [-2.33242, 1.02913, -5.15077], [-1.22573, 1.54353, -5.88123], [-1.50033, 2.23767, -7.05696], [-4.58982, -2.11996, -2.43330], [-6.17026, -1.38493, -2.51567], [-5.58230, -2.10833, -0.90083], [-5.50560, 0.96346, -2.58855], [-4.37404, -0.03838, -3.39930], [-2.62046, 0.63198, -1.86699], [-3.55704, 1.92045, -1.19055], [-2.79964, 3.24925, -2.81768], [-2.80247, 3.14150, -4.87056], [-4.17915, 2.27535, -4.88062], [-2.93993, 0.43965, -5.83746], [-2.00186, 0.24414, -4.47062], [-1.43811, 1.63433, -7.96262], [-0.74392, 3.01791, -7.14162], [-2.44587, 2.77809, -7.01215], [0.10464, 3.64045, 4.00611], [0.11350, 2.28065, 3.39730], [-0.69651, 1.52353, 4.33950], [-1.36331, 2.42546, 5.11511], [-2.20332, 2.14303, 6.04232], [-1.02996, 3.65599, 4.78133], [0.27515, 4.38001, 3.22376], [0.93114, 3.89536, 4.66944], [1.09021, 1.82397, 3.23734], [-0.33367, 2.31860, 2.40397], [-2.09189, 4.29045, 0.53687], [-2.08845, 4.91846, 2.00169], [-3.09630, 5.85865, 1.85792], [-3.70787, 5.75884, 0.80969], [-4.45620, 6.58551, 0.41340], [-3.33341, 4.74680, 0.15126], [-1.95265, 3.20997, 0.57287], [-1.36135, 4.70898, -0.15542], [-1.16759, 5.49535, 2.08714], [-2.27023, 4.07284, 2.66500]],
  "forces_ev_per_angstrom": [[-0.4, -0.6, -0.3], [2.1, 0.6, -0.1], [-2.6, -0.6, -1.7], [2.5, 0.7, 1.4], [-1.0, -1.5, -1.6], [1.0, 0.4, -1.1], [0.4, -0.1, 2.2], [1.0, -0.6, 0.6], [-0.7, 1.3, -0.3], [0.0, -0.9, -0.3], [-0.2, 0.1, 0.9], [0.3, 0.7, 0.3], [0.3, -0.1, -0.4], [0.3, 0.0, 0.2], [-0.4, -0.4, 0.6], [-0.3, 0.3, -0.3], [-0.2, 0.5, -0.3], [0.6, 0.0, -0.5], [0.3, -0.1, 1.0], [-0.1, -0.3, 0.0], [-0.6, 1.8, 0.1], [-0.2, -1.2, -0.3], [0.2, 0.3, 0.3], [-0.9, 0.1, -0.4], [-0.9, 0.1, -0.2], [-0.1, -0.3, 0.2], [-0.1, 0.1, -0.2], [4.5, -2.4, -2.6], [-2.8, 0.3, -0.6], [0.3, 0.6, 1.2], [-2.3, 1.7, 2.2], [-0.9, -0.7, 0.0], [0.4, 0.4, 0.1], [1.2, 0.4, 1.3], [-1.3, 0.6, 0.9], [-1.4, -0.1, -0.5], [-2.0, 0.9, -0.1], [1.7, -0.9, 1.6], [-1.6, -0.7, -2.2], [-0.5, 0.8, -0.3], [-0.3, -0.3, -0.2], [0.8, 0.2, -0.6], [0.5, -0.1, -0.2], [-0.2, 0.3, 0.1], [-0.5, 0.1, -0.1], [0.7, -0.8, -0.6], [0.9, -0.4, -0.6], [0.7, 0.2, 0.1], [0.4, -0.2, -0.1], [0.1, 0.3, -0.2], [-0.2, 0.1, 0.6], [0.6, -0.4, -0.5], [0.5, 0.2, 0.8], [0.0, -0.2, 0.1], [0.2, 0.2, 0.3], [1.2, -0.5, -0.9], [-1.3, 0.4, 1.3], [0.3, -1.9, -0.2], [0.1, 0.1, -0.7], [-0.8, 0.6, 0.0], [2.0, -0.4, -0.7], [-1.3, 1.2, 0.7], [-0.5, -0.5, -0.6], [-0.6, -0.1, -0.7], [-0.2, 1.4, 0.0], [1.1, 0.0, 0.1], [-0.4, 0.5, 0.1], [0.9, 0.0, 0.1], [-0.9, 0.9, -0.1], [0.1, -1.1, 1.0], [-1.0, -0.3, -0.7], [0.3, 0.2, -0.7], [-0.2, 0.2, 0.0], [0.0, -0.6, 0.8], [-0.1, -0.4, 0.2], [0.4, 0.3, 0.6], [0.4, 0.1, 0.4], [-0.1, -0.2, 0.0], [0.4, 0.1, 0.0], [0.7, 1.4, -0.4], [0.9, -2.0, 3.4], [-1.4, 1.5, -2.3], [0.6, -1.2, 0.3], [-1.9, -0.1, 1.6], [2.2, 0.2, -1.0], [-1.1, 0.5, -1.3], [0.6, -0.7, 0.8], [0.1, 0.8, 0.1], [0.1, -0.5, 0.1], [-0.7, -0.6, 0.2], [-0.3, -0.2, -0.4], [0.0, 1.3, -0.8], [0.5, -0.1, -0.4], [0.5, 0.2, 0.3], [0.0, 0.3, -0.1], [-0.1, 0.0, 0.0], [0.5, -0.1, -0.8], [-0.8, -0.9, 1.0], [-0.5, 0.1, -0.4], [0.4, 0.7, 0.5], [-0.2, -0.3, 0.0], [0.2, 0.0, -0.1], [-0.3, -0.1, -0.1], [3.0, 0.5, -0.5], [0.3, -0.5, -0.5], [-0.5, 0.7, 0.5], [-3.4, -2.6, 3.5], [3.8, 1.1, -4.4], [-1.8, 1.5, 0.6], [-1.2, 0.3, 0.0], [0.4, -0.6, 0.3], [-0.1, -0.1, 0.4], [-0.5, -0.5, 0.1], [1.4, 0.2, 1.7], [1.9, -1.2, -2.5], [2.8, 1.4, 7.9], [-3.1, 2.3, -3.7], [-2.0, 1.1, -0.8], [-0.8, -4.2, -4.3], [-0.5, -0.1, -0.3], [0.3, 0.0, 0.2], [0.0, -0.5, 0.9], [-0.1, 0.8, 0.7]],
  "lowdin_spin": [0.006, 0.038, 0.005, 0.001, 0.200, 0.021, 0.052, 0.090, 0.074, 0.000, 0.000, 0.004, 0.026, 0.017, 0.002, 0.001, 0.086, 0.027, 0.066, 0.016, 0.002, 0.038, 0.004, 0.065, 0.009, 0.070, 0.003, 0.000, 0.000, 0.001, 0.001, 0.002, 0.002, 0.000, 0.000, 0.000, 0.000, 0.000, 0.000, 0.000, 0.001, 0.000, 0.001, 0.000, 0.000, 0.000, 0.000, 0.000, 0.000, 0.000, 0.000, 0.000, 0.000, 0.000, 0.000, 0.005, 0.001, 0.000, 0.000, 0.000, 0.000, 0.000, 0.000, 0.000, 0.004, 0.002, 0.001, 0.000, 0.000, 0.000, 0.000, 0.000, 0.000, 0.000, 0.000, 0.000, 0.000, 0.000, 0.000, 0.019, 0.006, 0.001, 0.000, 0.000, 0.000, 0.000, 0.000, 0.000, 0.002, 0.001, 0.009, 0.000, 0.000, 0.000, 0.000, 0.000, 0.000, 0.000, 0.000, 0.000, 0.000, 0.000, 0.000, 0.000, 0.000, 0.003, 0.002, 0.011, 0.001, 0.000, 0.000, 0.000, 0.000, 0.000, 0.000, 0.000, 0.000, 0.000, 0.000, 0.000, 0.000, 0.000, 0.000],
  "lumo_energy_ha": [0.078, 0.078],
  "gap_ev": [2.3, 7.7],
  "charge": -1,
  "e_homo_ev": [-0.161, -5.559],
  "spin_multiplicity": 2,
  "s_squared": 0.75
}

=====

[3]
{
  "formula": "C3H13NO4",
  "method": "ωB97M-V/def2-TZVPD",
  "symbols": ["C", "O", "C", "C", "O", "N", "H", "H", "H", "H", "H", "H", "H", "H", "H", "H", "H", "O", "H", "H", "O"],
  "coordinates": [[0.97775, -0.09232, 0.51030], [1.30853, -0.86325, -0.63486], [0.04687, 1.01675, 0.04612], [-0.64103, 1.81144, 1.41003], [-1.17893, 0.93065, 2.27864], [0.71801, 1.99312, -0.65111], [0.57708, -0.77070, 1.24566], [1.92994, 0.26356, 0.91442], [0.93647, -1.75396, -0.56036], [-0.84495, 0.64482, -0.45991], [-1.42132, 2.47674, 1.04098], [0.21411, 2.38278, 1.76661], [-0.50414, 0.27570, 2.51735], [1.73668, 2.02202, -0.60697], [0.31572, 2.18989, -1.56574], [0.22354, -0.70274, -2.38321], [-0.91642, -0.60810, -3.44532], [-0.24783, -1.19172, -3.06750], [-1.24408, -3.51652, 0.10279], [-1.02455, -2.01210, 0.33758], [-0.72432, -2.88741, 0.61692]],
  "forces_ev_per_angstrom": [[1.0, -1.0, -0.4], [-0.2, 0.4, -0.1], [0.3, 0.2, 0.3], [-0.1, 0.6, 0.4], [0.3, -0.5, -0.6], [-0.5, -1.1, -1.1], [-0.6, 0.0, 0.5], [-0.2, 0.5, 0.1], [0.0, -0.2, 0.1], [0.0, 0.1, -0.1], [0.1, -0.1, -0.2], [0.1, -0.1, 0.2], [-0.2, 0.2, 0.6], [-0.2, 0.2, 0.2], [0.3, 0.6, 0.2], [0.1, 0.0, -0.2], [0.1, -0.1, 0.0], [-0.2, 0.0, 0.1], [0.0, 0.0, 0.0], [-0.4, -0.4, 0.0], [0.3, 0.6, -0.1]],
  "nbo_charge": [-0.111, -0.709, -0.076, 0.035, -0.581, -0.516, 0.207, 0.208, 0.520, 0.256, 0.224, 0.199, 0.492, 0.425, 0.423, 0.464, 0.472, -0.940, 0.499, 0.452, -0.943],
  "lumo_energy_ha": [-0.122, -0.306],
  "gap_ev": [11.4, 6.4],
  "charge": 1,
  "e_homo_ev": [-14.719, -14.712],
  "spin_multiplicity": 2,
  "s_squared": 0.76,
  "relative_energy_kcal_mol": 8.1
}

=====

[4]
{
  "formula": "C4H10OS",
  "method": "ωB97M-V/def2-TZVPD",
  "symbols": ["C", "C", "C", "C", "O", "S", "H", "H", "H", "H", "H", "H", "H", "H", "H", "H"],
  "coordinates": [[-1.43052, 1.00188, 0.93115], [0.98632, -1.52945, -0.70548], [-0.52992, 0.44102, -0.11859], [0.59669, -0.44400, 0.28538], [-0.36504, 1.25549, -1.17144], [2.12001, 0.63692, 0.47721], [-1.76297, 0.22948, 1.61624], [-2.29185, 1.46531, 0.45961], [-0.90136, 1.77422, 1.50027], [0.15656, -2.22477, -0.80904], [1.21115, -1.10900, -1.68389], [1.86673, -2.05811, -0.34860], [-1.85006, -1.08786, -1.02491], [0.39452, -0.88189, 1.26531], [0.27934, 0.89154, -1.79469], [1.52041, 1.63923, 1.12149]],
  "forces_ev_per_angstrom": [[0.1, 0.1, -0.2], [-0.1, 0.0, 0.1], [-1.5, -1.4, -1.0], [0.7, 0.2, 0.2], [0.0, 0.1, 0.1], [-0.1, -0.4, 0.0], [0.0, -0.1, 0.0], [0.0, 0.0, 0.0], [0.1, 0.1, 0.0], [0.0, 0.0, 0.0], [0.0, 0.0, -0.1], [0.1, 0.0, 0.0], [1.1, 1.2, 0.9], [-0.1, 0.0, -0.2], [0.0, 0.0, 0.2], [-0.1, 0.1, 0.1]],
  "nbo_charge": [-0.694, -0.615, 0.463, -0.397, -0.682, -0.059, 0.236, 0.245, 0.212, 0.249, 0.199, 0.221, -0.221, 0.234, 0.490, 0.117],
  "lumo_energy_ha": [0.011, -0.002],
  "gap_ev": [8.9, 7.5],
  "e_homo_ev": [-8.584, -7.559],
  "relative_energy_kcal_mol": 79.6
}

=====

Computed values of molecular weight (unit: g/mol) for the preceding records, in sequence: 226.1; 765.9; 127.1; 106.2.
Computed values of E_tot (unit: Eh) for the preceding records, in sequence: -3372.590795; -2663.676125; -477.461193; -631.697840.